Entry from OMol25: C30H32ClIrN3SSi2 as an isolated structure (ωB97M-V/def2-TZVPD).

```
70
Properties=species:S:1:pos:R:3:forces:R:3
C -1.40160 -0.19148 1.51669 0.00 -0.43 -0.47
C -2.00745 0.33788 0.33998 -0.76 -0.73 0.34
C -1.91650 -0.66513 -0.69905 -0.16 -0.13 0.30
H -2.50794 1.29344 0.24822 0.14 -0.11 0.03
C -1.20492 -1.80174 -0.14591 -0.41 0.39 0.42
C -0.92712 -1.51048 1.23086 -0.62 -0.10 0.32
H -0.48100 -2.19915 1.94721 -0.05 0.26 -0.24
H -1.34161 0.31022 2.48039 0.08 -0.09 -0.32
H -2.38172 -0.62666 -1.67184 0.00 -0.06 0.03
H -0.99748 -2.72676 -0.67054 -0.06 0.13 0.10
Ir 0.11098 -0.02567 -0.42844 -1.43 -1.08 -1.11
Si 0.61214 0.10217 -2.69419 -0.54 0.16 -1.03
C -0.28240 1.60071 -3.44464 0.44 -0.32 0.38
C 0.37586 2.27952 -4.47311 0.02 0.19 -0.14
H 1.36398 1.95380 -4.79843 -0.34 0.12 0.13
C -0.21090 3.37912 -5.09066 -0.27 0.10 0.17
H 0.32836 3.91327 -5.87015 -0.16 -0.12 0.10
C -1.47869 3.80625 -4.68354 0.36 -0.05 -0.02
H -1.92497 4.67796 -5.15458 -0.01 -0.15 0.07
C -2.13382 3.14821 -3.64564 0.01 -0.06 0.17
H -3.10186 3.50703 -3.29446 0.21 -0.10 -0.14
C -1.53402 2.05504 -3.01521 -0.12 0.32 -0.23
H -2.05328 1.58636 -2.17726 0.17 0.06 -0.28
C -0.16935 -1.47395 -3.39908 0.52 0.27 -0.14
C -1.26543 -1.41506 -4.26618 -0.07 -0.42 -0.05
H -1.71942 -0.45682 -4.52431 0.16 -0.20 0.06
C -1.79015 -2.59104 -4.81454 0.02 0.11 0.15
H -2.66387 -2.53480 -5.46388 0.27 -0.06 0.08
C -1.21500 -3.82469 -4.51218 -0.01 0.14 0.13
H -1.62395 -4.73677 -4.94264 0.09 0.19 0.08
C -0.12801 -3.88959 -3.63732 0.01 0.08 0.09
H 0.30907 -4.85346 -3.37514 -0.09 0.22 -0.13
C 0.39073 -2.71877 -3.08268 -0.31 -0.28 -0.32
H 1.24258 -2.78685 -2.40291 -0.12 0.04 -0.15
H 2.06112 0.17128 -3.04914 -0.13 -0.01 0.13
Si 2.70680 0.53508 -7.95492 0.85 0.65 -1.71
C 1.99064 -1.09329 -8.50754 0.15 -0.79 -0.06
C 1.09185 -1.23576 -9.58295 -0.24 -0.15 0.27
H 0.82433 -0.37279 -10.19617 -0.08 -0.11 0.31
C 0.52194 -2.48149 -9.88604 0.21 0.04 0.08
H -0.22482 -2.56621 -10.67994 0.32 0.09 0.21
C 0.89685 -3.62270 -9.16958 0.10 0.35 0.18
H 0.43380 -4.58975 -9.38116 0.17 0.34 0.04
C 1.88270 -3.51441 -8.18287 0.07 0.07 -0.14
H 2.21439 -4.40607 -7.64528 -0.05 0.29 -0.20
C 2.44636 -2.26918 -7.88556 -0.41 -0.22 0.01
H 3.26084 -2.21153 -7.16284 -0.33 -0.03 0.06
C 1.63135 1.89584 -8.62971 4.26 -0.51 -1.04
C 0.31239 1.93091 -8.16513 -4.98 0.92 1.22
H -0.04571 1.15932 -7.48167 -0.02 0.16 -0.19
C -0.55823 2.95643 -8.54743 0.23 -0.09 0.13
H -1.55940 2.99639 -8.11318 0.27 -0.01 -0.23
C -0.13756 3.93287 -9.45726 -4.18 0.17 2.05
H -0.81412 4.74927 -9.73158 0.30 -0.40 0.09
C 1.14979 3.85523 -10.00484 4.36 -1.02 -1.39
H 1.46407 4.60631 -10.73726 0.01 -0.43 0.27
C 2.02002 2.83091 -9.60972 -0.29 0.60 -0.39
H 3.00561 2.74975 -10.06728 -0.17 0.16 0.18
H 4.07700 0.71006 -8.51910 -0.24 -0.03 0.05
Cl 3.10250 0.58532 -5.92068 -0.20 -0.21 0.13
N 1.95366 -0.47443 0.55034 2.09 -0.77 1.04
N 2.06502 0.35183 1.71377 1.36 -1.02 0.40
C 1.64754 1.61137 1.57712 -0.58 1.44 -0.01
N 1.86310 2.46731 2.59419 0.16 -0.66 -0.38
S 0.77729 2.03616 0.17165 1.13 2.20 1.06
H 2.75570 -0.35441 -0.09098 -0.26 0.14 0.46
H 1.96217 -1.44744 0.87399 -0.06 0.36 -0.07
H 2.84525 0.15506 2.36091 -0.63 0.07 -0.60
H 1.55302 3.42180 2.51242 -0.04 -0.06 -0.03
H 2.32440 2.17826 3.45080 -0.13 0.15 -0.30
```
Forces are in eV/Å.

Values from the calculation:
Relative energy (zero: lowest compared OMol25 entry of this formula, charge and spin): 5.9 kcal/mol
HOMO-LUMO gap (spin up / spin down): 3.9 / 5.9 eV
Total charge: +1
2S+1: 5

Charges per atom according to Mulliken partitioning, unit e: number 1, C, carries -0.448; number 2, C, carries -0.674; number 3, C, carries -0.627; number 4, H, carries 0.422; number 5, C, carries -0.569; number 6, C, carries -0.634; number 7, H, carries 0.518; number 8, H, carries 0.462; number 9, H, carries 0.766; number 10, H, carries 0.562; number 11, Ir, carries 1.281; number 12, Si, carries 0.003; number 13, C, carries 0.604; number 14, C, carries -0.715; number 15, H, carries 0.188; number 16, C, carries -0.678; number 17, H, carries 0.535; number 18, C, carries -0.637; number 19, H, carries 0.428; number 20, C, carries -0.668; number 21, H, carries 0.423; number 22, C, carries 0.337; number 23, H, carries 0.021; number 24, C, carries 0.964; number 25, C, carries -0.282; number 26, H, carries 0.451; number 27, C, carries -0.702; number 28, H, carries 0.404; number 29, C, carries -0.533; number 30, H, carries 0.422; number 31, C, carries -0.622; number 32, H, carries 0.443; number 33, C, carries -0.718; number 34, H, carries 0.365; number 35, H, carries -0.247; number 36, Si, carries 0.408; number 37, C, carries 0.463; number 38, C, carries -0.105; number 39, H, carries 0.385; number 40, C, carries -0.574; number 41, H, carries 0.379; number 42, C, carries -0.471; number 43, H, carries 0.393; number 44, C, carries -0.550; number 45, H, carries 0.385; number 46, C, carries -0.555; number 47, H, carries 0.282; number 48, C, carries 0.378; number 49, C, carries -0.447; number 50, H, carries 0.590; number 51, C, carries -0.754; number 52, H, carries 0.416; number 53, C, carries -0.495; number 54, H, carries 0.400; number 55, C, carries -0.456; number 56, H, carries 0.393; number 57, C, carries -0.323; number 58, H, carries 0.359; number 59, H, carries -0.240; number 60, Cl, carries -0.272; number 61, N, carries -0.681; number 62, N, carries -0.227; number 63, C, carries 0.627; number 64, N, carries -0.428; number 65, S, carries -0.510; number 66, H, carries 0.300; number 67, H, carries 0.371; number 68, H, carries 0.292; number 69, H, carries 0.222; number 70, H, carries 0.201